Density functional theory data (wB97M-V/def2-TZVPD) for one molecule with the formula C9H6N4 at a distorted geometry.

The LUMO energy is -0.853 eV. The multiplicity is 1. The highest occupied orbital energy comes out at -8.3 eV. As for the HOMO-LUMO gap: 7.5 eV.

Cartesian coordinates (Å):
N (-2.021, 1.994, 1.559)
N (-1.596, -0.274, 0.502)
N (0.730, 1.126, -0.332)
C (-1.389, 3.175, 1.327)
C (-1.392, 0.999, 0.820)
C (-0.261, 1.652, 0.353)
C (0.528, -2.973, -0.775)
C (1.636, -2.282, -1.192)
C (-0.603, -2.290, -0.201)
C (1.712, -0.777, -0.946)
C (-0.559, -0.901, -0.052)
C (0.639, -0.168, -0.447)
N (-0.248, 2.986, 0.558)
H (-1.701, 4.038, 1.819)
H (0.243, -4.013, -0.953)
H (2.589, -2.758, -1.451)
H (-1.478, -2.897, 0.027)
H (2.541, -0.127, -1.206)
H (0.632, 3.489, 0.591)